[1]
DFT (ωB97M-V/def2-TZVPD) results for C53H36HfIN4PS as an isolated structure in a non-equilibrium geometry.

Total charge   +2
2S+1   1
Gap between HOMO and LUMO   7.151 eV
Calculated total energy   -3345.21965 Ha

Each line ends with the Mulliken charge.
Atoms and positions in Å:
1 Hf -0.4068 1.0039 -0.2546  -1.911
2 C -4.5274 3.0586 0.8627  -1.298
3 C -3.2767 2.4605 1.0353  -0.221
4 N -2.3597 2.3627 0.0817  0.200
5 C -2.6095 2.9895 -1.1045  0.734
6 C -3.8344 3.6767 -1.3497  0.753
7 C -4.8202 3.6425 -0.3423  -0.708
8 C -3.9928 4.4124 -2.5385  -0.960
9 C -2.9524 4.5056 -3.4252  -1.049
10 C -1.7439 3.8441 -3.1938  -0.463
11 C -1.5532 3.0598 -2.0675  -0.249
12 N -0.3763 2.4025 -1.7463  1.184
13 C 0.8246 3.1144 -1.6926  -0.099
14 C 1.5252 3.5867 -2.7843  -0.509
15 C 2.6867 4.3512 -2.6218  -1.191
16 C 3.1558 4.6677 -1.3762  -0.973
17 C 2.5072 4.1695 -0.2284  1.130
18 C 2.9766 4.4053 1.0787  -0.965
19 C 2.3120 3.8541 2.1445  -1.024
20 C 1.1976 3.0470 1.9009  -0.243
21 N 0.7284 2.7818 0.6924  0.283
22 C 1.3525 3.3551 -0.3816  0.689
23 H -5.2328 3.0597 1.6779  0.474
24 H -3.0245 2.0499 2.0052  0.667
25 H -5.7768 4.1071 -0.5225  0.508
26 H -4.9235 4.9275 -2.7142  0.458
27 H -3.0547 5.1076 -4.3147  0.439
28 H -0.9438 3.9646 -3.9054  0.442
29 H 1.1844 3.3585 -3.7819  0.574
30 H 3.2098 4.6990 -3.4997  0.448
31 H 4.0282 5.2893 -1.2540  0.488
32 H 3.8527 5.0180 1.2241  0.519
33 H 2.6392 4.0227 3.1582  0.498
34 H 0.6795 2.5912 2.7343  0.701
35 I -2.6544 -0.6765 1.2013  0.513
36 C -2.5415 -2.6417 2.1037  0.445
37 C -3.7840 -3.1794 2.3277  -0.735
38 C -3.9127 -4.3975 2.9992  -0.965
39 C -2.7843 -5.0278 3.4375  -0.866
40 C -1.5010 -4.4952 3.1955  0.666
41 C -0.3797 -5.2054 3.6671  -0.849
42 C 0.8847 -4.7309 3.4694  -1.485
43 C 1.0570 -3.5414 2.7652  -0.272
44 C 0.0011 -2.8111 2.2591  1.677
45 P 0.6068 -1.3452 1.2676  -0.244
46 C 1.7784 -2.2843 0.2101  1.246
47 C 1.1485 -3.2481 -0.5795  -1.135
48 C 1.8651 -3.9796 -1.5049  -0.698
49 C 3.2227 -3.7524 -1.6580  -0.783
50 C 3.8551 -2.7968 -0.8827  -0.805
51 C 3.1378 -2.0511 0.0376  -0.201
52 C 1.4588 -0.5462 2.6957  2.454
53 C 0.5875 0.2587 3.4348  -1.531
54 C 0.9817 0.8152 4.6368  -0.372
55 C 2.2728 0.6136 5.0985  -0.777
56 C 3.1523 -0.1626 4.3633  -0.829
57 C 2.7456 -0.7610 3.1813  -0.521
58 C -1.3309 -3.2566 2.4858  0.303
59 H -4.6674 -2.6515 2.0002  0.421
60 H -4.8946 -4.8039 3.1768  0.426
61 H -2.8541 -5.9497 3.9921  0.429
62 H -0.5431 -6.1377 4.1829  0.449
63 H 1.7494 -5.2660 3.8263  0.484
64 H 2.0629 -3.1883 2.5958  0.309
65 H 0.0879 -3.4331 -0.4505  0.352
66 H 1.3694 -4.7298 -2.1010  0.542
67 H 3.7801 -4.3176 -2.3841  0.450
68 H 4.9142 -2.6312 -0.9957  0.499
69 H 3.6415 -1.2761 0.5930  0.171
70 H -0.4316 0.4063 3.0863  0.385
71 H 0.2842 1.3957 5.2206  0.530
72 H 2.5874 1.0409 6.0376  0.451
73 H 4.1559 -0.3310 4.7256  0.498
74 H 3.4339 -1.4153 2.6696  0.327
75 S 0.0323 -1.9784 -3.7888  -0.167
76 C -1.6642 -2.1378 -3.4472  0.983
77 C -2.5699 -3.0229 -4.0110  -0.802
78 C -3.8869 -2.9509 -3.6050  -0.647
79 C -4.2989 -1.9648 -2.7096  -1.025
80 C -3.4026 -1.0749 -2.1561  -0.277
81 C -2.0468 -1.1899 -2.4774  -0.797
82 N -0.9973 -0.4396 -1.9776  0.681
83 C 0.1356 -0.7317 -2.5947  0.943
84 C 1.4145 -0.1188 -2.2802  0.232
85 C 2.4552 -0.1393 -3.2135  -0.962
86 C 3.6907 0.3698 -2.8688  -1.276
87 C 3.9073 0.8464 -1.5848  -1.175
88 C 2.8650 0.8881 -0.6679  -0.088
89 C 1.5843 0.4346 -0.9907  1.972
90 H -2.2418 -3.7349 -4.7496  0.470
91 H -4.6043 -3.6465 -4.0073  0.438
92 H -5.3461 -1.8891 -2.4633  0.475
93 H -3.7542 -0.2775 -1.5184  0.567
94 H 2.2894 -0.5254 -4.2091  0.569
95 H 4.4897 0.3760 -3.5924  0.512
96 H 4.8895 1.1902 -1.3040  0.537
97 H 3.0650 1.2617 0.3336  0.555

=====

[2]
DFT (ωB97M-V/def2-TZVPD) results for a 3-piece molecular cluster, C19H44O4S2 overall.

2S+1   1
Gap between HOMO and LUMO   9.587 eV
Calculated total energy   -1847.55602 Ha

Each line ends with the natural charge from an NBO analysis.
Atoms and positions in Å:
1 C -3.5850 2.3255 3.0521  -0.604
2 C -4.5473 2.0554 1.8956  -0.394
3 C -4.2666 0.7131 1.1943  -0.391
4 C -3.3859 0.8766 -0.0376  -0.393
5 C -3.1787 -0.4248 -0.8046  -0.400
6 C -2.5859 -0.2602 -2.2134  -0.382
7 C -1.5140 0.8291 -2.3130  -0.403
8 C -0.6493 0.6497 -3.5538  -0.391
9 C 0.3345 1.7995 -3.8421  -0.379
10 C 0.8947 2.4839 -2.6008  -0.402
11 C 2.1398 3.3363 -2.8640  -0.418
12 C 2.8782 3.6579 -1.5692  -0.048
13 O 3.7372 2.6059 -1.1823  -0.544
14 C 3.3172 1.8044 -0.1015  -0.082
15 C 3.3461 0.3208 -0.4807  -0.088
16 O 3.9269 -0.4494 0.5505  -0.553
17 C 3.0725 -1.4260 1.1076  -0.252
18 H -3.8705 1.7727 3.9454  0.202
19 H -2.5692 2.0462 2.7705  0.199
20 H -3.5624 3.3868 3.3019  0.205
21 H -4.4271 2.8540 1.1594  0.192
22 H -5.5787 2.1060 2.2413  0.200
23 H -3.7450 0.0709 1.9111  0.193
24 H -5.1934 0.1972 0.9411  0.196
25 H -2.4303 1.2965 0.2852  0.196
26 H -3.8533 1.6063 -0.7070  0.188
27 H -4.1697 -0.8774 -0.9128  0.190
28 H -2.5746 -1.1315 -0.2340  0.211
29 H -3.4123 -0.0365 -2.8902  0.187
30 H -2.0978 -1.1874 -2.5061  0.212
31 H -0.8873 0.7625 -1.4215  0.197
32 H -1.9787 1.8162 -2.3472  0.193
33 H -1.3121 0.5528 -4.4190  0.195
34 H -0.1012 -0.2933 -3.4918  0.198
35 H -0.1911 2.5453 -4.4456  0.191
36 H 1.1607 1.4290 -4.4485  0.199
37 H 0.1402 3.1230 -2.1407  0.199
38 H 1.1686 1.7161 -1.8694  0.188
39 H 2.8194 2.8219 -3.5414  0.208
40 H 1.8405 4.2877 -3.3110  0.197
41 H 2.1428 3.8586 -0.7838  0.161
42 H 3.4716 4.5662 -1.6842  0.179
43 H 3.9811 1.9385 0.7566  0.180
44 H 2.3098 2.0811 0.2179  0.164
45 H 2.3324 -0.0361 -0.6848  0.170
46 H 3.9222 0.2096 -1.4002  0.189
47 H 2.5813 -2.0315 0.3441  0.177
48 H 3.6698 -2.0833 1.7338  0.204
49 H 2.3163 -0.9665 1.7511  0.160
50 C -1.3759 -4.9185 -3.1526  -0.831
51 S -2.0813 -3.9593 -1.8068  1.256
52 O -0.9970 -3.0742 -1.3070  -0.990
53 C -2.2035 -5.3241 -0.6454  -0.829
54 H -1.1790 -4.2340 -3.9749  0.241
55 H -0.4450 -5.3763 -2.8191  0.232
56 H -2.0902 -5.6784 -3.4693  0.227
57 H -1.2140 -5.7520 -0.4867  0.233
58 H -2.8920 -6.0725 -1.0377  0.226
59 H -2.5886 -4.9248 0.2903  0.243
60 C 3.1232 -1.3990 6.6348  -0.831
61 S 2.6083 -1.1555 4.9302  1.252
62 O 2.6492 -2.4894 4.2772  -0.988
63 C 4.0873 -0.2760 4.4090  -0.837
64 H 2.3488 -1.9784 7.1324  0.239
65 H 4.0654 -1.9464 6.6517  0.230
66 H 3.2292 -0.4301 7.1227  0.226
67 H 4.9604 -0.9039 4.5859  0.231
68 H 4.1646 0.6596 4.9630  0.226
69 H 3.9940 -0.0661 3.3449  0.250

=====

[3]
DFT (ωB97M-V/def2-TZVPD) results for C37H70F6NO12PPb as an isolated structure in a non-equilibrium geometry.

2S+1   1
Gap between HOMO and LUMO   2.597 eV
Calculated total energy   -3542.46669 Ha

Each line ends with the Mulliken charge.
Atoms and positions in Å:
1 Pb 1.0286 -3.5080 -2.2837  0.821
2 C -4.8332 -4.7391 -8.3855  -1.474
3 C -4.2908 -3.4455 -7.6572  1.467
4 C -5.2232 -2.2929 -7.9087  -1.207
5 C -6.5112 -2.0832 -7.0603  -0.777
6 C -6.2032 -2.2426 -5.6122  -1.146
7 C -5.2339 -3.4618 -5.1875  1.125
8 N -4.0486 -3.4647 -6.1458  0.461
9 O -3.1249 -4.5043 -5.7402  -0.478
10 C -6.1232 -4.8052 -5.1492  -1.547
11 C -4.8160 -3.1426 -3.6778  -1.627
12 C -3.0082 -3.0382 -8.4511  -1.689
13 H -4.9069 -4.5862 -9.4622  0.415
14 H -5.8647 -4.8650 -8.0567  0.369
15 H -4.2689 -5.6586 -8.2297  0.331
16 H -5.7876 -2.5163 -8.8140  0.365
17 H -4.7602 -1.3086 -7.9795  0.454
18 H -7.1348 -2.9193 -7.3764  0.307
19 H -6.9811 -1.1281 -7.2951  0.384
20 H -7.2006 -2.4341 -5.2162  0.457
21 H -5.6850 -1.3329 -5.3089  0.420
22 H -7.0243 -4.5765 -5.7181  0.371
23 H -6.3854 -4.8648 -4.0929  0.506
24 H -5.6259 -5.7681 -5.2663  0.284
25 H -4.2703 -3.9612 -3.2085  0.396
26 H -5.7095 -2.9971 -3.0706  0.414
27 H -4.2078 -2.2471 -3.5500  0.405
28 H -2.3809 -2.2128 -8.1145  0.415
29 H -3.3268 -2.7725 -9.4591  0.391
30 H -2.2935 -3.8610 -8.4693  0.389
31 P 0.5625 -0.5304 2.8026  1.154
32 F 1.7196 -1.5618 3.3521  -0.355
33 F -0.1885 -1.6778 1.9376  -0.374
34 F -0.4227 -0.8508 4.0818  -0.366
35 F -0.6093 0.4957 2.2453  -0.366
36 F 1.3249 0.6463 3.5818  -0.337
37 F 1.3989 -0.3488 1.4176  -0.360
38 C 9.7673 1.6733 3.7692  -0.540
39 C 10.3236 2.0461 2.3816  -0.527
40 C 9.3474 3.2305 2.0029  -0.412
41 O 8.0861 2.7475 2.4527  -0.413
42 C 8.2597 2.1304 3.7589  -0.461
43 H 10.2166 2.1978 4.6125  0.264
44 H 10.0636 0.6638 4.0544  0.355
45 H 10.2592 1.2549 1.6346  0.265
46 H 11.3981 2.2097 2.4636  0.304
47 H 9.3911 3.4920 0.9457  0.322
48 H 9.5901 4.0636 2.6625  0.281
49 H 7.4299 1.4488 3.9460  0.308
50 H 8.1112 2.9153 4.5005  0.253
51 C 8.2741 -3.1086 -2.0260  -0.507
52 C 8.1811 -3.9241 -0.7865  -0.466
53 C 6.7086 -3.8311 -0.3119  -0.471
54 O 6.0682 -3.1579 -1.4446  -0.368
55 C 6.9570 -2.3375 -2.0379  -0.469
56 H 8.2660 -3.7132 -2.9329  0.241
57 H 9.1168 -2.4173 -2.0285  0.316
58 H 8.7767 -3.3492 -0.0774  0.214
59 H 8.5290 -4.9571 -0.7923  0.334
60 H 6.4904 -3.1004 0.4669  0.297
61 H 6.2450 -4.7638 0.0094  0.259
62 H 6.9572 -1.3887 -1.5014  0.320
63 H 6.8157 -2.1361 -3.0998  0.305
64 C -7.3239 3.8802 1.3043  -0.515
65 C -7.6626 5.2314 0.8103  -0.537
66 C -7.1144 5.3484 -0.6235  -0.373
67 O -6.7040 3.9863 -0.9390  -0.406
68 C -7.3655 3.0610 -0.0070  -0.479
69 H -7.9123 3.6367 2.1890  0.354
70 H -6.2866 3.7387 1.6076  0.248
71 H -7.1530 5.9737 1.4245  0.254
72 H -8.7207 5.4926 0.8280  0.304
73 H -6.2244 5.9772 -0.6501  0.288
74 H -7.8758 5.7955 -1.2627  0.244
75 H -6.7744 2.1701 0.2050  0.359
76 H -8.3972 2.7585 -0.1867  0.258
77 C -0.6410 3.4557 -3.9219  -0.528
78 C 0.7234 3.9978 -3.7259  -0.510
79 C 1.6202 2.6907 -4.1362  -0.429
80 O 0.7400 1.5639 -4.3565  -0.395
81 C -0.5369 2.1766 -4.7876  -0.549
82 H -1.5434 4.0472 -4.0770  0.451
83 H -0.9105 3.0812 -2.9344  0.220
84 H 0.8753 4.1518 -2.6576  0.211
85 H 0.9834 4.9694 -4.1459  0.340
86 H 2.3108 2.4819 -3.3191  0.292
87 H 2.2667 2.7886 -5.0083  0.275
88 H -1.4324 1.5553 -4.7714  0.384
89 H -0.5620 2.4436 -5.8440  0.239
90 C 0.3012 8.6921 2.8830  -0.469
91 C 1.3007 7.5125 2.9973  -0.582
92 C 2.5435 8.0800 2.4521  -0.393
93 O 2.5329 9.3203 2.9699  -0.416
94 C 1.2311 9.8652 2.9465  -0.380
95 H -0.4462 8.6517 3.6754  0.267
96 H -0.3009 8.6628 1.9749  0.253
97 H 1.0500 6.6078 2.4433  0.348
98 H 1.3975 7.0861 3.9957  0.256
99 H 2.5196 8.1218 1.3632  0.292
100 H 3.3244 7.4190 2.8281  0.313
101 H 1.2181 10.5607 2.1073  0.269
102 H 1.0844 10.5311 3.7968  0.242
103 C -0.2358 -12.9154 2.2233  -1.325
104 C 0.2781 -11.6622 2.8881  0.425
105 C 1.7651 -11.5362 3.0776  -0.417
106 O 2.0224 -10.2742 2.3676  -0.301
107 C 0.9735 -9.6608 2.0231  0.696
108 O 0.9628 -8.4279 1.6380  -0.630
109 O -0.0329 -10.5733 2.0261  -0.349
110 H -1.2363 -12.6593 1.8745  0.336
111 H -0.2309 -13.7012 2.9786  0.367
112 H 0.4329 -13.2232 1.4195  0.352
113 H -0.1442 -11.3883 3.8550  0.312
114 H 2.2551 -12.3601 2.5588  0.267
115 H 2.1338 -11.5191 4.1031  0.266
116 C -2.0726 5.3741 9.0220  -1.346
117 C -1.4122 4.3849 10.0363  0.319
118 C -0.3298 3.5288 9.5898  -0.330
119 O 0.6048 3.7082 10.6154  -0.318
120 C 0.2427 4.6781 11.4914  0.651
121 O 0.9037 5.0167 12.4669  -0.556
122 O -0.8679 5.2933 10.9530  -0.335
123 H -1.2673 5.8991 8.5083  0.344
124 H -2.6884 6.1412 9.4917  0.337
125 H -2.7194 4.7728 8.3831  0.377
126 H -2.1380 3.8198 10.6210  0.305
127 H 0.1229 3.9027 8.6715  0.292
128 H -0.6707 2.4936 9.5749  0.261

=====

[4]
DFT (ωB97M-V/def2-TZVPD) results for a 3-piece molecular cluster, C14H34IN2O7P overall in a non-equilibrium geometry.

SMILES   COC[C@H](CP(=O)(O)O)N(C[C@H](C)I)N(C)C(C)=O.CCO.CCO
2S+1   1
Gap between HOMO and LUMO   9.052 eV
Calculated total energy   -1829.09729 Ha

Each line ends with the natural charge from an NBO analysis.
Atoms and positions in Å:
1 C 2.0008 -2.0710 3.4589  -0.244
2 O 0.7909 -1.4251 3.0814  -0.552
3 C 0.9269 -0.0298 2.9785  -0.052
4 C 0.2244 0.5144 1.7170  -0.092
5 C 1.1455 1.6078 1.1086  -0.840
6 P 2.4049 0.9874 -0.0254  2.363
7 O 3.1217 2.1261 -0.6232  -1.121
8 O 3.3861 0.0161 0.7559  -0.988
9 O 1.7402 0.0691 -1.1237  -0.984
10 N -1.1158 0.9956 2.1246  -0.296
11 C -1.1504 2.3563 2.5889  -0.252
12 C -2.3278 2.6758 3.5232  -0.271
13 C -1.9870 3.8882 4.3911  -0.641
14 I -2.6705 1.0219 4.8777  0.056
15 N -2.1979 0.7810 1.2343  -0.349
16 C -1.9499 1.1269 -0.1628  -0.448
17 C -2.8718 -0.4621 1.4046  0.721
18 C -2.1606 -1.6794 1.9333  -0.731
19 O -4.0590 -0.5297 1.0917  -0.566
20 H 1.7582 -3.1056 3.6516  0.196
21 H 2.7175 -1.9785 2.6481  0.176
22 H 2.4035 -1.6114 4.3590  0.166
23 H 0.5233 0.4785 3.8524  0.186
24 H 1.9848 0.2307 2.9357  0.157
25 H 0.1681 -0.3263 1.0412  0.238
26 H 0.5868 2.3072 0.4989  0.252
27 H 1.6472 2.1625 1.8910  0.243
28 H 4.0266 0.5513 1.2280  0.515
29 H 1.4118 0.6691 -1.8050  0.527
30 H -0.2600 2.5833 3.1622  0.201
31 H -1.2036 3.0600 1.7547  0.189
32 H -3.2316 2.8791 2.9709  0.226
33 H -1.5173 3.5972 5.3198  0.221
34 H -1.2923 4.5482 3.8771  0.207
35 H -2.8911 4.4337 4.6309  0.222
36 H -1.4500 2.0824 -0.2532  0.191
37 H -1.3892 0.3646 -0.6961  0.214
38 H -2.9074 1.2076 -0.6647  0.229
39 H -2.7207 -2.5296 1.5704  0.239
40 H -2.2037 -1.6785 3.0141  0.256
41 H -1.1412 -1.7866 1.5964  0.228
42 C -1.9592 -1.4612 -4.3177  -0.636
43 C -1.2219 -0.2186 -3.8586  -0.059
44 O -0.5133 -0.4643 -2.6448  -0.760
45 H -2.6620 -1.7887 -3.5506  0.213
46 H -2.5102 -1.2740 -5.2408  0.211
47 H -1.2556 -2.2763 -4.4916  0.209
48 H -1.9277 0.5913 -3.6733  0.173
49 H -0.5167 0.1147 -4.6252  0.161
50 H 0.1180 -1.1756 -2.8215  0.490
51 C 3.4848 -2.8966 -4.9751  -0.635
52 C 2.1138 -2.4537 -5.4484  -0.059
53 O 1.4296 -1.6969 -4.4468  -0.746
54 H 3.3982 -3.4962 -4.0690  0.216
55 H 3.9900 -3.4871 -5.7399  0.217
56 H 4.1095 -2.0326 -4.7380  0.203
57 H 1.4862 -3.3158 -5.6662  0.180
58 H 2.1977 -1.8525 -6.3588  0.161
59 H 1.9685 -0.9240 -4.2518  0.468